{"formula": "C15H28N2O3S", "method": "wB97M-V/def2-TZVPD", "total_energy_ha": -1321.7947, "smiles": "CS(=O)(=O)N1CCC[C@H](C(=O)NC2CCCCCCC2)C1", "e_homo_ev": -9.3, "gap_ev": 9.98, "species": ["S", "O", "O", "O", "N", "N", "C", "C", "C", "C", "C", "C", "C", "C", "C", "C", "C", "C", "C", "C", "C", "H", "H", "H", "H", "H", "H", "H", "H", "H", "H", "H", "H", "H", "H", "H", "H", "H", "H", "H", "H", "H", "H", "H", "H", "H", "H", "H", "H"], "coordinates": [[-1.25, 1.72, 2.83], [-0.97, 0.53, 2.06], [1.40, 1.85, 0.86], [-2.28, 1.59, 3.81], [0.32, 0.51, -0.59], [-1.71, 3.01, 1.85], [0.26, 2.28, 3.64], [1.95, -1.03, -1.57], [0.84, -3.12, 0.51], [0.18, -1.77, 0.20], [0.48, 1.66, 0.07], [0.83, -4.15, -0.63], [-2.76, 1.83, -0.04], [1.74, -3.22, -2.88], [1.12, -0.68, -0.32], [-1.77, 2.50, -1.00], [-0.74, 3.63, 0.98], [1.19, -1.81, -2.65], [-2.97, 2.72, 1.18], [-0.45, 2.82, -0.29], [2.00, -4.05, -1.62], [0.88, -5.14, -0.17], [2.69, -3.14, -3.43], [1.24, -1.27, -3.60], [-0.11, -4.10, -1.17], [-1.14, 4.61, 0.70], [-3.60, 2.22, 1.92], [1.81, -0.39, 0.48], [1.08, 2.20, 2.94], [-0.25, -1.37, 1.12], [0.18, 3.78, 1.54], [2.32, -0.09, -1.98], [0.28, -3.57, 1.34], [1.86, -2.96, 0.86], [-0.49, 0.37, -1.16], [0.14, -1.88, -2.39], [2.25, -5.06, -1.96], [-1.61, 1.89, -1.89], [0.16, 3.46, -0.95], [-2.20, 3.45, -1.34], [-3.42, 3.67, 0.89], [-3.71, 1.66, -0.54], [-2.36, 0.87, 0.29], [0.41, 1.62, 4.49], [-0.64, -1.93, -0.50], [1.04, -3.76, -3.52], [2.88, -3.68, -1.10], [2.82, -1.60, -1.25], [0.09, 3.30, 3.98]]}

---

{"formula": "C4H14N6", "method": "wB97M-V/def2-TZVPD", "total_energy_ha": -489.1635, "e_homo_ev": -5.7, "gap_ev": 6.31, "species": ["N", "N", "N", "N", "N", "N", "C", "C", "C", "C", "H", "H", "H", "H", "H", "H", "H", "H", "H", "H", "H", "H", "H", "H"], "coordinates": [[0.80, -0.64, 0.64], [-0.11, -0.71, -0.87], [-2.10, -0.65, 1.08], [-0.09, -2.06, -1.28], [-1.92, 1.43, 0.02], [0.58, 1.87, 0.90], [-1.34, 0.34, 0.56], [2.15, -0.70, 0.54], [0.55, 0.10, -1.91], [0.06, 0.51, 1.18], [-0.63, -2.59, -0.59], [1.61, -0.16, -1.98], [-3.03, -0.82, 0.72], [-1.57, -1.41, 1.48], [2.73, 0.19, 0.27], [-1.29, 2.23, -0.05], [0.83, 2.32, 1.77], [0.46, 1.15, -1.66], [-2.73, 1.36, -0.58], [0.89, -2.37, -1.19], [2.65, -1.43, 1.17], [0.07, -0.12, -2.87], [-0.02, 0.36, 2.26], [1.43, 1.80, 0.36]]}

---

{"formula": "C4H12N3", "method": "wB97M-V/def2-TZVPD", "total_energy_ha": -323.3972, "total_charge": 1, "s2": 2.005, "e_homo_ev": [-9.7, -14.7], "gap_ev": [6.68, 8.08], "spin_multiplicity": 3, "species": ["N", "N", "N", "C", "C", "C", "C", "H", "H", "H", "H", "H", "H", "H", "H", "H", "H", "H", "H"], "coordinates": [[0.13, -1.14, 0.73], [-1.42, -1.00, -1.10], [0.67, 0.23, -1.06], [1.03, 1.28, -1.60], [1.34, -0.85, 1.51], [-1.15, 1.11, 0.44], [-0.49, -0.09, -0.22], [2.25, -0.77, 0.78], [-0.65, 1.88, 1.00], [-1.87, 0.88, 1.30], [1.78, -1.70, 2.17], [1.41, 0.06, 2.02], [0.31, -1.87, -0.05], [-0.69, -1.54, 1.27], [1.75, 1.26, -2.34], [-1.69, 1.66, -0.42], [-1.13, -1.08, -2.05], [-2.28, -0.68, -0.94], [0.72, 2.37, -1.42]]}

---

{"formula": "C19H20N2O2Se2W", "method": "wB97M-V/def2-TZVPD", "total_energy_ha": -5864.1934, "total_charge": 4, "s2": 2.025, "e_homo_ev": [-22.3, -22.8], "gap_ev": [6.79, 6.05], "spin_multiplicity": 3, "species": ["W", "Se", "Se", "O", "O", "N", "N", "C", "C", "C", "C", "C", "C", "C", "C", "C", "C", "C", "C", "C", "C", "C", "C", "C", "C", "C", "H", "H", "H", "H", "H", "H", "H", "H", "H", "H", "H", "H", "H", "H", "H", "H", "H", "H", "H", "H"], "coordinates": [[-0.28, -0.20, 0.28], [2.43, -1.51, -0.92], [1.89, -2.96, 0.81], [-1.11, -1.82, 0.77], [-1.13, -0.96, 1.89], [-0.24, -1.46, -1.55], [1.42, -0.31, 1.78], [-0.70, 1.37, -1.67], [1.04, -2.75, -3.13], [1.64, 0.62, 2.72], [2.48, -1.89, 3.30], [1.00, 3.39, 1.01], [1.90, -1.56, 2.09], [0.37, 1.82, -0.86], [-0.53, 1.23, -3.14], [2.69, -0.89, 4.25], [0.94, -1.94, -2.02], [-1.08, 1.93, 1.07], [2.30, 0.38, 3.93], [-1.91, 1.01, -1.01], [-3.42, 0.92, 1.03], [-2.13, 1.27, 0.36], [-1.35, -2.70, -3.27], [0.09, 2.38, 0.42], [-1.36, -1.88, -2.16], [-0.13, -3.12, -3.80], [1.32, 2.06, -1.33], [-2.31, -1.58, -1.72], [-3.89, 0.04, 0.59], [0.83, 3.58, 2.07], [0.49, 0.98, -3.43], [2.01, -3.11, -3.47], [-1.27, 2.18, 2.12], [-2.70, 0.55, -1.58], [2.05, 3.20, 0.80], [2.44, 1.22, 4.61], [-2.28, -3.01, -3.72], [-1.26, 0.55, -3.59], [-0.09, -3.75, -4.68], [2.80, -2.91, 3.50], [-0.74, 2.23, -3.55], [1.25, 1.61, 2.53], [3.17, -1.12, 5.20], [-3.30, 0.79, 2.10], [-4.09, 1.77, 0.86], [0.75, 4.33, 0.49]]}

---

{"formula": "C23H16BBrCl16N2O7S", "method": "wB97M-V/def2-TZVPD", "total_energy_ha": -11881.5293, "smiles": "NB(O)c1c(N=C=S)cc(O)c2c1C(=O)c1cc(Br)cc(COCOCCO)c1C2=O.ClC(Cl)(Cl)Cl.ClC(Cl)(Cl)Cl.ClC(Cl)(Cl)Cl.ClC(Cl)(Cl)Cl", "e_homo_ev": -9.0, "gap_ev": 6.75, "species": ["Br", "Cl", "Cl", "Cl", "Cl", "Cl", "Cl", "Cl", "Cl", "Cl", "Cl", "Cl", "Cl", "Cl", "Cl", "Cl", "Cl", "S", "O", "O", "O", "O", "O", "O", "O", "N", "N", "C", "C", "C", "C", "C", "C", "C", "C", "C", "C", "C", "C", "C", "C", "C", "C", "C", "C", "C", "C", "C", "C", "C", "B", "H", "H", "H", "H", "H", "H", "H", "H", "H", "H", "H", "H", "H", "H", "H", "H"], "coordinates": [[-4.16, 1.89, -5.48], [3.09, -5.56, 0.18], [-1.82, -11.56, 6.06], [-0.95, -9.52, 4.18], [-0.84, -9.00, 7.04], [-0.62, -4.31, 2.16], [-2.67, -2.41, 6.43], [4.39, -4.35, -2.13], [-3.60, -3.85, 4.08], [-3.41, -9.15, 5.68], [2.87, -6.81, -2.44], [-0.42, -6.15, 4.41], [-2.01, -1.43, 3.78], [0.41, -7.01, 1.76], [5.41, -6.84, -1.02], [-4.75, -1.26, 4.75], [1.99, -5.05, 3.21], [6.51, -2.30, -1.65], [-0.76, -0.21, -0.94], [-3.32, 5.73, -1.21], [2.41, -2.45, -1.61], [1.20, 5.13, -0.61], [-3.95, 2.21, -0.20], [4.14, 4.46, -0.22], [-1.69, 7.08, -2.51], [5.18, -0.73, 0.64], [1.88, -2.30, 0.93], [4.21, 0.34, 0.19], [2.06, 2.68, -0.74], [2.67, -0.04, -0.34], [-0.68, 1.98, -2.25], [-2.69, 2.53, -4.22], [1.02, 3.92, -1.15], [-3.26, -2.24, 4.76], [-2.10, 6.56, -1.20], [0.34, -5.63, 2.88], [-3.26, 4.64, -0.22], [-1.00, 4.62, -3.15], [3.62, 3.05, -0.25], [-4.38, 3.52, -0.73], [-1.76, -9.81, 5.74], [3.94, -5.89, -1.35], [4.72, 1.90, 0.23], [-2.23, 4.13, -4.15], [-1.91, 1.46, -3.25], [0.02, 0.82, -1.27], [1.56, 1.08, -0.79], [-0.64, 6.22, -3.14], [5.91, -1.25, -0.41], [-0.20, 3.56, -2.18], [2.30, -1.64, -0.38], [-4.30, 1.50, -0.82], [-0.60, 6.56, -4.28], [2.72, -2.40, 1.56], [-2.25, 0.32, -3.30], [4.84, 4.56, -0.95], [-4.28, 3.50, -1.90], [-5.46, 3.73, -0.33], [-1.27, 5.98, -0.61], [-2.23, 4.06, -0.20], [1.49, -2.78, -1.84], [0.44, 6.48, -2.71], [5.81, 2.18, 0.58], [-2.36, 7.52, -0.54], [-3.59, 4.94, 0.86], [-2.83, 4.86, -4.85], [1.09, -1.81, 1.39]]}

---

{"formula": "C2H4CuLiO3", "method": "wB97M-V/def2-TZVPD", "total_energy_ha": -1951.4454, "total_charge": 2, "e_homo_ev": -19.3, "gap_ev": 8.62, "species": ["Cu", "O", "O", "O", "C", "C", "Li", "H", "H", "H", "H"], "coordinates": [[-0.35, -2.45, 0.88], [-0.37, -0.04, 1.64], [-1.38, -0.43, 0.76], [-0.51, -0.64, -0.94], [0.56, 0.16, -0.86], [0.38, 0.90, 1.07], [-1.55, -0.91, -2.62], [1.50, -0.37, -0.71], [-0.18, 1.79, 0.79], [1.37, 0.96, 1.54], [0.54, 1.03, -1.53]]}

---

{"formula": "C5H12N2O", "method": "wB97M-V/def2-TZVPD", "total_energy_ha": -382.4119, "smiles": "CNCC(=O)N(C)C", "e_homo_ev": -8.7, "gap_ev": 9.61, "species": ["O", "N", "N", "C", "C", "C", "C", "C", "H", "H", "H", "H", "H", "H", "H", "H", "H", "H", "H", "H"], "coordinates": [[0.44, 1.14, -2.25], [-0.83, 0.91, -0.48], [1.52, -0.63, 0.46], [-1.16, 0.44, 0.83], [0.23, 0.44, -1.27], [-1.47, 2.14, -0.92], [0.87, -0.88, -0.88], [1.32, -1.86, 1.28], [-0.83, 2.99, -1.16], [1.71, -1.56, 2.26], [-0.01, -1.52, -0.74], [-0.47, 0.68, 1.65], [-1.12, -0.67, 0.90], [0.28, -2.11, 1.46], [1.85, -2.71, 0.86], [2.51, -0.43, 0.29], [-2.00, 1.85, -1.86], [-2.23, 2.42, -0.21], [1.43, -1.55, -1.52], [-2.06, 0.89, 1.30]]}

---

{"formula": "C5H13NO", "method": "wB97M-V/def2-TZVPD", "total_energy_ha": -328.2062, "smiles": "CN=C(C)C.CO", "e_homo_ev": -8.6, "gap_ev": 9.43, "species": ["O", "N", "C", "C", "C", "C", "C", "H", "H", "H", "H", "H", "H", "H", "H", "H", "H", "H", "H", "H"], "coordinates": [[2.79, 1.31, 0.18], [-0.83, 0.63, -0.92], [-0.93, -1.20, 0.80], [-0.32, -0.48, -0.37], [-1.92, 1.29, -0.22], [1.62, 0.89, 0.85], [0.54, -1.32, -1.29], [-1.58, 1.75, 0.72], [-1.20, -0.51, 1.60], [1.06, -0.68, -2.01], [-2.76, 0.62, 0.01], [-0.24, -1.94, 1.20], [1.27, -1.89, -0.71], [0.66, 0.97, 0.02], [-1.84, -1.71, 0.47], [1.38, 1.61, 1.63], [1.74, -0.11, 1.28], [-0.11, -2.01, -1.84], [2.96, 0.70, -0.55], [-2.31, 2.08, -0.86]]}

---

{"formula": "C6H6S2", "method": "wB97M-V/def2-TZVPD", "total_energy_ha": -1028.3929, "smiles": "C#CC=S.C=C=CS", "e_homo_ev": -8.0, "gap_ev": 6.95, "species": ["S", "S", "C", "C", "C", "C", "C", "C", "H", "H", "H", "H", "H", "H"], "coordinates": [[1.45, 1.46, 1.00], [-1.22, 0.47, 1.64], [2.48, -0.98, 0.95], [-1.86, 1.13, 0.12], [-1.90, 0.63, -1.07], [-1.87, 0.08, -2.25], [1.49, -0.12, 0.47], [3.37, -1.55, 1.49], [-0.98, -0.79, 1.32], [1.01, -0.34, -0.44], [-2.33, 2.05, 0.32], [-1.17, 0.41, -2.94], [-2.71, -0.48, -2.59], [4.24, -1.98, 1.97]]}

---

{"formula": "C3H4Cl2N3O", "method": "wB97M-V/def2-TZVPD", "total_energy_ha": -1276.2464, "total_charge": 1, "e_homo_ev": -14.4, "gap_ev": 8.70, "species": ["Cl", "Cl", "O", "N", "N", "N", "C", "C", "C", "H", "H", "H", "H"], "coordinates": [[-0.24, 0.81, 2.46], [1.72, 1.07, -1.33], [-0.58, 3.85, -0.05], [-0.97, -1.49, -1.00], [0.42, -0.98, 0.68], [0.58, 1.87, -0.30], [0.03, -1.88, -0.36], [-0.44, -0.11, 1.13], [0.03, 2.93, -0.30], [0.79, -2.55, -0.71], [1.22, -1.36, 1.16], [-1.36, -0.17, 0.52], [-1.21, -1.98, -1.89]]}

---

{"formula": "C6H4O", "method": "wB97M-V/def2-TZVPD", "total_energy_ha": -306.0197, "e_homo_ev": -10.1, "gap_ev": 9.48, "species": ["O", "C", "C", "C", "C", "C", "C", "H", "H", "H", "H"], "coordinates": [[2.98, -0.30, -0.16], [-1.84, 1.36, -0.15], [0.67, 0.18, -0.03], [-1.44, -0.30, -0.02], [-0.61, 1.11, -0.10], [-0.12, -0.91, -0.02], [2.11, 0.49, -0.17], [-2.24, -0.72, -0.61], [2.33, 1.56, 0.03], [0.12, -1.94, 0.34], [-1.96, -0.54, 0.88]]}

---

{"formula": "C47H46BrN5O7SSrTe", "method": "wB97M-V/def2-TZVPD", "total_energy_ha": -5889.7853, "total_charge": -2, "e_homo_ev": [-0.8, -0.8], "gap_ev": [3.83, 3.83], "species": ["Te", "Sr", "Br", "S", "O", "O", "O", "O", "O", "O", "O", "N", "N", "N", "N", "N", "C", "C", "C", "C", "C", "C", "C", "C", "C", "C", "C", "C", "C", "C", "C", "C", "C", "C", "C", "C", "C", "C", "C", "C", "C", "C", "C", "C", "C", "C", "C", "C", "C", "C", "C", "C", "C", "C", "C", "C", "C", "C", "C", "C", "C", "C", "C", "H", "H", "H", "H", "H", "H", "H", "H", "H", "H", "H", "H", "H", "H", "H", "H", "H", "H", "H", "H", "H", "H", "H", "H", "H", "H", "H", "H", "H", "H", "H", "H", "H", "H", "H", "H", "H", "H", "H", "H", "H", "H", "H", "H", "H", "H"], "coordinates": [[-0.04, 1.31, -4.02], [0.50, 1.03, -0.73], [1.78, -1.41, -1.80], [5.52, 0.92, -0.15], [0.00, -0.77, 1.04], [-1.46, 1.44, 0.80], [-6.27, 1.24, 1.80], [-0.03, 2.18, 2.39], [-3.94, 3.35, 7.20], [-7.01, 1.81, 3.79], [-1.79, 3.48, 6.80], [-6.09, 1.64, 2.96], [-0.75, 3.32, -0.85], [2.34, 2.41, -2.02], [-2.96, 3.22, 6.46], [1.54, 2.63, 1.07], [-3.66, 1.78, 2.51], [-4.72, 1.95, 3.39], [-0.84, 5.45, 0.25], [-0.43, 1.37, -6.12], [1.64, -3.80, -0.35], [1.86, -6.20, 0.45], [-2.31, 4.97, -1.61], [2.90, 4.05, -3.71], [1.46, -7.14, 1.61], [-1.29, -0.23, -7.86], [0.14, -2.98, 1.89], [0.22, -3.08, 4.43], [-1.24, -1.33, 3.50], [-1.18, 1.88, 1.96], [-2.34, 2.07, 2.91], [1.18, 4.78, 2.06], [-3.20, 2.72, 5.10], [-1.85, 5.84, -0.63], [-1.59, -2.24, -5.93], [-0.95, 0.03, -6.52], [3.40, -6.21, 0.36], [-1.78, -1.49, -8.22], [0.61, -4.32, 1.71], [-2.12, 2.55, 4.22], [-1.10, -0.98, -5.56], [-1.93, -2.49, -7.26], [-1.73, 3.73, -1.68], [-0.73, -0.70, -4.13], [4.25, 3.89, -3.42], [4.64, 2.99, -2.43], [4.95, -0.22, 1.00], [-0.41, 6.36, 1.23], [-0.68, -2.74, 3.21], [3.93, 1.29, -0.69], [-4.51, 2.43, 4.69], [1.99, 3.29, -2.99], [1.19, -2.46, -0.23], [0.42, -1.97, 0.90], [0.60, 6.04, 2.12], [3.66, 2.27, -1.75], [0.75, 3.82, 1.12], [1.36, -4.76, 0.62], [3.01, 0.55, 0.01], [1.27, -6.81, -0.84], [-1.92, -3.68, 3.22], [-0.27, 4.15, 0.14], [3.57, -0.32, 0.98], [2.21, -4.07, -1.23], [0.18, -6.79, -0.83], [2.56, 4.74, -4.47], [-1.65, -4.74, 3.22], [2.39, 2.77, 0.60], [-1.20, 2.14, -6.34], [-1.10, 2.77, 4.52], [-2.53, -3.52, 4.11], [5.64, -0.75, 1.63], [-5.34, 2.56, 5.38], [0.52, 1.57, -6.67], [1.59, -7.85, -0.97], [-2.30, 6.83, -0.56], [-3.10, 5.26, -2.30], [1.60, -6.27, -1.74], [0.53, -4.13, 4.45], [-2.04, -1.69, -9.26], [3.77, -5.66, -0.51], [-1.38, -0.10, -1.69], [-2.55, -3.49, 2.34], [-1.79, -1.31, 4.45], [1.83, 2.31, 1.91], [4.99, 4.47, -3.96], [3.78, -7.23, 0.28], [5.69, 2.88, -2.21], [-0.86, 7.35, 1.29], [0.38, -5.04, 2.49], [1.13, -2.46, 4.43], [-0.44, -0.58, 3.59], [3.85, -5.76, 1.26], [0.93, 6.76, 2.86], [1.87, -6.79, 2.57], [-1.63, -0.82, -3.49], [-1.96, -1.00, 2.74], [-1.71, -3.02, -5.19], [1.84, -8.15, 1.45], [-2.04, 3.00, -2.42], [3.00, -0.97, 1.63], [0.92, 3.37, -3.17], [-3.82, 1.41, 1.49], [-1.18, 0.54, -8.61], [1.99, 4.54, 2.75], [-2.31, -3.47, -7.55], [0.08, -1.39, -3.82], [-0.31, -2.89, 5.38], [0.37, -7.22, 1.72]]}